Entry 1:
{"formula": "C43H79ClN2O16S6", "method": "ωB97M-V/def2-TZVPD", "elements": ["C", "O", "C", "C", "C", "C", "C", "C", "C", "C", "C", "C", "C", "N", "C", "C", "C", "S", "O", "O", "O", "C", "Cl", "C", "N", "C", "C", "C", "C", "O", "C", "C", "O", "H", "H", "H", "H", "H", "H", "H", "H", "H", "H", "H", "H", "H", "H", "H", "H", "H", "H", "H", "H", "H", "H", "H", "H", "H", "H", "H", "H", "H", "H", "H", "H", "H", "H", "H", "H", "H", "H", "H", "O", "S", "O", "C", "C", "C", "C", "H", "H", "H", "H", "H", "H", "H", "H", "O", "S", "O", "C", "C", "C", "C", "H", "H", "H", "H", "H", "H", "H", "H", "O", "S", "O", "C", "C", "C", "C", "H", "H", "H", "H", "H", "H", "H", "H", "O", "S", "O", "C", "C", "C", "C", "H", "H", "H", "H", "H", "H", "H", "H", "O", "S", "O", "C", "C", "C", "C", "H", "H", "H", "H", "H", "H", "H", "H"], "positions_angstrom": [[7.165, -2.946, -0.873], [7.246, -1.541, -0.880], [6.282, -0.944, -1.728], [4.905, -0.777, -1.070], [4.306, 0.591, -1.367], [2.849, 0.700, -0.932], [1.858, -0.152, -1.760], [0.805, 0.730, -2.464], [-0.668, 0.393, -2.218], [-1.035, -1.087, -2.123], [-2.546, -1.220, -2.268], [-3.257, -2.331, -1.443], [-2.954, -1.971, -0.057], [-2.688, -1.693, 1.022], [-4.782, -2.225, -1.714], [-5.713, -1.809, -0.571], [-6.046, -2.856, 0.497], [-5.891, -2.287, 2.180], [-6.986, -2.838, 2.933], [-5.699, -0.868, 2.203], [-4.578, -3.045, 2.619], [-2.738, -3.792, -1.744], [-1.261, -4.182, -0.744], [-3.734, -4.769, -1.324], [-4.556, -5.534, -1.090], [-2.333, -4.031, -3.219], [-2.636, -5.425, -3.775], [-1.881, -6.587, -3.132], [-0.511, -6.815, -3.725], [-0.011, -8.018, -3.116], [1.300, -8.047, -2.803], [1.588, -9.044, -1.730], [2.120, -7.356, -3.356], [7.855, -3.313, -0.119], [6.160, -3.293, -0.623], [7.453, -3.365, -1.842], [6.185, -1.529, -2.649], [6.676, 0.038, -1.981], [5.031, -0.909, 0.003], [4.231, -1.554, -1.432], [4.360, 0.746, -2.450], [4.897, 1.347, -0.852], [2.496, 1.717, -0.930], [2.805, 0.351, 0.098], [2.407, -0.689, -2.533], [1.406, -0.872, -1.084], [1.013, 0.800, -3.530], [0.927, 1.743, -2.084], [-1.249, 0.835, -3.031], [-1.010, 0.893, -1.311], [-0.695, -1.454, -1.161], [-0.534, -1.605, -2.938], [-2.838, -1.329, -3.309], [-3.018, -0.302, -1.914], [-4.917, -1.460, -2.474], [-5.167, -3.149, -2.140], [-6.652, -1.575, -1.068], [-5.394, -0.878, -0.110], [-7.098, -3.117, 0.471], [-5.488, -3.784, 0.401], [-4.559, -3.026, 3.590], [-1.262, -3.865, -3.260], [-2.804, -3.302, -3.871], [-3.704, -5.621, -3.776], [-2.352, -5.378, -4.828], [-1.789, -6.494, -2.054], [-2.463, -7.493, -3.302], [-0.574, -6.981, -4.798], [0.170, -5.994, -3.513], [2.595, -8.896, -1.361], [1.509, -10.046, -2.147], [0.867, -8.980, -0.920], [2.913, 2.515, 1.470], [2.599, 3.785, 0.862], [2.611, 3.952, -0.577], [1.041, 4.337, 1.517], [1.421, 5.121, 2.764], [2.639, 5.974, 2.363], [3.620, 5.051, 1.616], [0.419, 3.470, 1.712], [0.570, 4.979, 0.772], [0.583, 5.724, 3.109], [1.698, 4.438, 3.570], [2.310, 6.778, 1.701], [3.121, 6.433, 3.226], [4.166, 5.552, 0.827], [4.316, 4.558, 2.289], [-1.149, 2.527, 3.027], [-2.327, 2.751, 2.225], [-2.220, 3.314, 0.902], [-3.265, 1.225, 2.158], [-4.186, 1.302, 3.370], [-4.715, 2.744, 3.406], [-3.517, 3.683, 3.199], [-2.576, 0.383, 2.176], [-3.828, 1.230, 1.226], [-4.991, 0.572, 3.298], [-3.619, 1.092, 4.279], [-5.438, 2.885, 2.599], [-5.224, 2.965, 4.343], [-3.770, 4.587, 2.653], [-3.031, 3.946, 4.136], [-0.623, 7.548, 1.041], [-1.452, 7.784, 2.195], [-1.853, 6.690, 3.046], [-0.701, 9.074, 3.184], [-1.289, 10.364, 2.622], [-2.783, 10.087, 2.402], [-2.897, 8.731, 1.693], [0.380, 9.000, 3.093], [-1.004, 8.910, 4.218], [-1.126, 11.201, 3.299], [-0.811, 10.604, 1.670], [-3.292, 10.044, 3.367], [-3.257, 10.873, 1.817], [-3.786, 8.176, 1.980], [-2.856, 8.828, 0.610], [-0.603, -8.454, 3.681], [-1.179, -8.279, 2.372], [-0.520, -8.817, 1.206], [-2.883, -8.829, 2.418], [-3.666, -7.584, 2.820], [-3.064, -6.432, 2.004], [-1.540, -6.535, 2.117], [-2.965, -9.656, 3.120], [-3.144, -9.160, 1.414], [-4.730, -7.706, 2.624], [-3.541, -7.393, 3.888], [-3.365, -6.536, 0.962], [-3.411, -5.460, 2.350], [-1.033, -6.210, 1.215], [-1.154, -5.990, 2.976], [7.230, 2.721, -0.650], [6.923, 4.119, -0.801], [6.223, 4.829, 0.241], [8.424, 4.993, -1.238], [8.455, 4.936, -2.762], [7.019, 5.226, -3.224], [6.079, 4.365, -2.370], [9.267, 4.505, -0.754], [8.323, 6.016, -0.876], [9.166, 5.653, -3.171], [8.757, 3.939, -3.089], [6.793, 6.283, -3.072], [6.885, 5.012, -4.283], [5.121, 4.839, -2.170], [5.916, 3.380, -2.801]], "smiles": "COCCCCCCCCC[C@@](C#N)(CCCS(=O)(=O)O)[C@@](Cl)(C#N)CCCCOC(C)=O.O=S1(=O)CCCC1.O=S1(=O)CCCC1.O=S1(=O)CCCC1.O=S1(=O)CCCC1.O=S1(=O)CCCC1", "homo_energy_ha": -0.326, "spin_multiplicity": 1, "homo_lumo_gap_ha": 0.3359}

Entry 2:
{"formula": "C43H81N3O15", "method": "ωB97M-V/def2-TZVPD", "elements": ["C", "C", "C", "C", "C", "C", "C", "C", "C", "N", "O", "H", "H", "H", "H", "H", "H", "H", "H", "H", "H", "H", "H", "H", "H", "H", "H", "H", "H", "H", "C", "C", "C", "C", "C", "C", "C", "C", "C", "N", "O", "H", "H", "H", "H", "H", "H", "H", "H", "H", "H", "H", "H", "H", "H", "H", "H", "H", "H", "H", "C", "C", "C", "C", "C", "C", "C", "C", "C", "N", "O", "H", "H", "H", "H", "H", "H", "H", "H", "H", "H", "H", "H", "H", "H", "H", "H", "H", "H", "H", "C", "C", "C", "O", "C", "O", "O", "H", "H", "H", "H", "H", "H", "C", "C", "C", "O", "C", "O", "O", "H", "H", "H", "H", "H", "H", "C", "C", "C", "O", "C", "O", "O", "H", "H", "H", "H", "H", "H", "C", "C", "C", "O", "C", "O", "O", "H", "H", "H", "H", "H", "H"], "positions_angstrom": [[0.352, -2.247, -1.539], [-0.356, -2.622, -2.887], [-1.256, -3.932, -2.549], [-1.423, -1.502, -3.331], [-1.840, -1.301, -4.794], [-0.529, -1.476, -5.661], [0.290, -2.825, -5.415], [-0.620, -4.019, -5.946], [1.558, -2.593, -6.314], [0.629, -2.840, -3.955], [1.590, -3.715, -3.643], [1.004, -3.111, -1.412], [0.957, -1.350, -1.671], [-0.416, -1.961, -0.820], [-0.739, -4.597, -1.858], [-2.140, -3.683, -1.962], [-1.497, -4.648, -3.335], [-2.366, -1.820, -2.886], [-1.088, -0.553, -2.914], [-2.620, -2.022, -5.037], [-2.283, -0.315, -4.940], [0.128, -0.620, -5.506], [-0.810, -1.223, -6.683], [-0.514, -4.159, -7.022], [-1.677, -3.895, -5.712], [-0.256, -4.924, -5.460], [2.317, -3.353, -6.127], [2.161, -1.746, -5.986], [1.333, -2.548, -7.380], [2.309, -3.150, -3.936], [3.509, -1.603, 1.313], [4.715, -1.215, 0.424], [5.888, -1.434, 1.353], [4.776, -2.256, -0.726], [3.659, -2.047, -1.738], [3.761, -0.601, -2.257], [3.560, 0.490, -1.151], [3.932, 1.856, -1.783], [2.088, 0.483, -0.688], [4.467, 0.147, -0.051], [4.504, 1.084, 0.968], [3.386, -2.656, 1.566], [3.419, -0.986, 2.207], [2.586, -1.465, 0.750], [6.822, -0.913, 1.143], [5.596, -1.043, 2.327], [6.129, -2.485, 1.512], [5.787, -2.256, -1.133], [4.581, -3.225, -0.267], [3.707, -2.768, -2.555], [2.691, -2.241, -1.277], [3.020, -0.474, -3.047], [4.719, -0.453, -2.754], [3.322, 2.221, -2.609], [4.944, 1.877, -2.188], [3.806, 2.608, -1.003], [1.621, -0.488, -0.854], [1.396, 1.143, -1.211], [2.006, 0.769, 0.360], [5.391, 1.451, 0.977], [-1.817, -2.706, 6.877], [-0.984, -1.935, 5.804], [0.579, -2.231, 5.805], [-1.509, -2.472, 4.505], [-1.247, -1.663, 3.250], [-1.709, -0.206, 3.398], [-1.111, 0.511, 4.676], [0.421, 0.841, 4.510], [-1.910, 1.803, 4.957], [-1.340, -0.448, 5.838], [-0.880, -0.013, 7.008], [-1.428, -3.712, 6.720], [-1.403, -2.412, 7.841], [-2.892, -2.888, 6.867], [0.683, -3.316, 5.817], [1.121, -1.808, 4.959], [1.010, -1.759, 6.687], [-1.116, -3.480, 4.374], [-2.588, -2.563, 4.636], [-0.176, -1.843, 3.150], [-1.779, -2.209, 2.471], [-2.787, -0.111, 3.527], [-1.289, 0.326, 2.544], [0.809, 0.557, 3.532], [1.062, 0.514, 5.329], [0.582, 1.920, 4.497], [-1.884, 2.583, 4.196], [-1.274, 2.143, 5.774], [-2.950, 1.606, 5.218], [0.052, 0.088, 6.801], [1.396, 3.668, -1.890], [2.173, 4.862, -2.569], [1.365, 6.095, -2.400], [2.285, 7.031, -1.906], [3.418, 6.333, -1.352], [4.019, 6.781, -0.378], [3.345, 5.044, -1.812], [0.413, 3.566, -2.351], [1.212, 3.773, -0.821], [1.731, 2.653, -2.102], [2.357, 4.728, -3.635], [0.581, 5.947, -1.658], [0.970, 6.479, -3.341], [-5.201, 3.570, 2.839], [-3.748, 3.232, 2.544], [-3.639, 1.976, 1.746], [-2.816, 2.503, 0.682], [-2.637, 3.827, 0.750], [-2.201, 4.519, -0.146], [-3.174, 4.285, 1.855], [-5.552, 2.864, 3.591], [-5.830, 3.539, 1.949], [-5.310, 4.631, 3.064], [-3.361, 3.036, 3.544], [-4.580, 1.705, 1.268], [-3.215, 1.146, 2.312], [-0.677, 0.519, -1.476], [-0.792, 1.278, -0.114], [0.032, 0.574, 1.012], [0.978, 1.508, 1.362], [1.003, 2.469, 0.452], [1.840, 3.355, 0.488], [0.113, 2.271, -0.472], [-0.863, -0.552, -1.396], [0.378, 0.302, -1.644], [-1.111, 1.104, -2.287], [-1.809, 1.658, -0.019], [0.529, -0.332, 0.664], [-0.675, 0.241, 1.771], [-5.680, 0.824, -0.923], [-4.900, -0.505, -0.699], [-3.879, -0.655, -1.736], [-2.674, -0.844, -0.941], [-2.864, -0.550, 0.324], [-2.038, -0.463, 1.189], [-4.152, -0.559, 0.545], [-6.589, 0.772, -0.323], [-6.083, 0.976, -1.925], [-5.153, 1.713, -0.578], [-5.472, -1.432, -0.715], [-3.813, 0.175, -2.439], [-3.882, -1.521, -2.398]], "smiles": "CC1(C)CCCC(C)(C)N1O.CC1(C)CCCC(C)(C)N1O.CC1(C)CCCC(C)(C)N1O.C[C@H]1COC(=O)O1.C[C@H]1COC(=O)O1.C[C@H]1COC(=O)O1.C[C@H]1COC(=O)O1", "homo_energy_ha": -0.281, "spin_multiplicity": 1, "homo_lumo_gap_ha": 0.2792}

Entry 3:
{"formula": "C43H83Cl16NO3S", "method": "ωB97M-V/def2-TZVPD", "elements": ["C", "C", "C", "C", "C", "C", "C", "C", "C", "C", "C", "C", "C", "C", "C", "C", "C", "C", "C", "C", "C", "C", "C", "C", "C", "O", "C", "N", "O", "C", "O", "S", "H", "H", "H", "H", "H", "H", "H", "H", "H", "H", "H", "H", "H", "H", "H", "H", "H", "H", "H", "H", "H", "H", "H", "H", "H", "H", "H", "H", "H", "H", "H", "H", "H", "H", "H", "H", "H", "H", "H", "H", "H", "H", "H", "H", "H", "H", "H", "H", "H", "H", "H", "Cl", "C", "C", "Cl", "H", "H", "H", "H", "Cl", "C", "C", "Cl", "H", "H", "H", "H", "Cl", "C", "C", "Cl", "H", "H", "H", "H", "Cl", "C", "C", "Cl", "H", "H", "H", "H", "Cl", "C", "C", "Cl", "H", "H", "H", "H", "Cl", "C", "C", "Cl", "H", "H", "H", "H", "Cl", "C", "C", "Cl", "H", "H", "H", "H", "Cl", "C", "C", "Cl", "H", "H", "H", "H"], "positions_angstrom": [[0.478, 1.732, 2.358], [2.005, 1.655, 1.804], [2.775, 0.291, 2.199], [2.867, -0.793, 1.010], [1.433, -1.340, 0.531], [0.654, -0.401, -0.519], [1.582, 0.288, -1.642], [0.701, 1.264, -2.610], [0.101, 2.542, -1.818], [-1.462, 2.393, -1.427], [-2.446, 3.400, -2.205], [-3.999, 2.913, -2.189], [-4.984, 3.963, -1.425], [-5.498, 3.400, 0.013], [-4.563, 3.838, 1.251], [-3.814, 2.609, 1.997], [-4.755, 1.797, 3.015], [-4.138, 0.407, 3.532], [-3.808, -0.668, 2.377], [-4.806, -0.647, 1.123], [-4.307, -1.601, -0.108], [-5.314, -1.304, -1.324], [-5.593, -2.581, -2.289], [-5.391, -2.116, -3.851], [-7.088, -3.161, -2.189], [-2.923, -1.230, -0.344], [-2.543, -1.381, -1.695], [-2.254, -1.254, -2.869], [-4.511, -2.969, 0.351], [-3.283, -3.647, 0.623], [-2.670, -3.648, 1.722], [-2.532, -4.685, -0.745], [0.413, 2.562, 3.145], [0.195, 0.710, 2.794], [-0.245, 1.977, 1.484], [2.065, 1.904, 0.673], [2.587, 2.511, 2.328], [3.864, 0.594, 2.449], [2.292, -0.177, 3.126], [3.534, -0.386, 0.175], [3.430, -1.709, 1.452], [1.491, -2.405, 0.116], [0.755, -1.396, 1.482], [-0.075, -1.095, -1.097], [0.007, 0.412, -0.029], [2.012, -0.538, -2.332], [2.434, 0.914, -1.209], [-0.134, 0.691, -3.153], [1.410, 1.686, -3.418], [0.289, 3.532, -2.386], [0.680, 2.636, -0.823], [-1.553, 2.620, -0.297], [-1.757, 1.291, -1.634], [-2.087, 3.454, -3.295], [-2.415, 4.473, -1.777], [-4.110, 1.835, -1.815], [-4.344, 2.899, -3.298], [-4.536, 5.011, -1.316], [-5.923, 4.042, -2.103], [-5.620, 2.269, -0.116], [-6.567, 3.813, 0.201], [-3.825, 4.624, 0.866], [-5.253, 4.367, 2.022], [-3.272, 1.964, 1.220], [-2.981, 3.095, 2.642], [-5.757, 1.599, 2.489], [-4.936, 2.474, 3.933], [-3.120, 0.669, 4.026], [-4.834, -0.086, 4.314], [-2.698, -0.533, 2.095], [-3.883, -1.713, 2.877], [-5.902, -0.886, 1.405], [-4.844, 0.417, 0.658], [-6.341, -1.067, -0.835], [-5.055, -0.344, -1.921], [-4.863, -3.447, -2.136], [-6.360, -2.253, -4.469], [-5.006, -1.043, -3.948], [-4.562, -2.788, -4.309], [-7.911, -2.377, -2.344], [-7.235, -3.762, -1.207], [-7.191, -3.952, -3.033], [-1.381, -3.972, -1.121], [-0.277, 2.851, -6.176], [1.034, 3.910, -6.754], [2.377, 3.207, -6.763], [2.968, 2.867, -5.117], [1.051, 4.802, -6.124], [0.769, 4.216, -7.768], [3.125, 3.841, -7.243], [2.332, 2.262, -7.308], [1.382, 2.972, -10.263], [-0.277, 3.588, -10.466], [-0.871, 3.205, -11.806], [-0.072, 4.042, -13.160], [-0.254, 4.671, -10.332], [-0.875, 3.158, -9.659], [-1.926, 3.486, -11.839], [-0.800, 2.130, -11.984], [4.844, 1.612, -2.460], [6.155, 2.670, -3.037], [7.498, 1.968, -3.043], [8.087, 1.629, -1.397], [6.171, 3.562, -2.407], [5.891, 2.975, -4.052], [8.246, 2.602, -3.522], [7.454, 1.022, -3.587], [-1.460, -3.382, 6.723], [-1.497, -4.277, 5.181], [-0.121, -4.406, 4.560], [0.507, -2.841, 3.985], [-2.194, -3.768, 4.512], [-1.899, -5.269, 5.401], [-0.167, -5.067, 3.692], [0.601, -4.820, 5.266], [0.474, -1.755, 12.572], [0.232, -2.400, 10.929], [-0.232, -3.843, 10.943], [1.038, -4.953, 11.519], [1.168, -2.285, 10.380], [-0.523, -1.773, 10.451], [-0.492, -4.159, 9.930], [-1.110, -3.977, 11.578], [10.457, 0.317, -3.060], [11.554, -0.025, -1.698], [12.944, -0.408, -2.165], [12.969, -1.994, -2.976], [11.103, -0.811, -1.090], [11.602, 0.885, -1.096], [13.615, -0.481, -1.307], [13.353, 0.331, -2.856], [-5.577, -6.773, 6.432], [-4.881, -8.353, 5.993], [-3.368, -8.352, 6.066], [-2.633, -7.336, 4.799], [-5.235, -8.612, 4.993], [-5.286, -9.083, 6.697], [-2.988, -9.365, 5.918], [-3.012, -7.994, 7.034], [11.048, 1.615, 1.268], [9.569, 2.509, 1.705], [9.388, 2.616, 3.206], [9.019, 1.042, 3.954], [8.721, 2.011, 1.233], [9.663, 3.506, 1.271], [8.548, 3.277, 3.431], [10.279, 3.020, 3.691]], "smiles": "CCCCCCCCCCCCCCCCCCCC[C@@](CC(C)C)(OC#N)OC(=O)S.ClCCCl.ClCCCl.ClCCCl.ClCCCl.ClCCCl.ClCCCl.ClCCCl.ClCCCl", "homo_energy_ha": -0.364, "spin_multiplicity": 1, "homo_lumo_gap_ha": 0.3591}